(1)
Computed, not measured: the molecule C4H5NO, with ωB97M-V/def2-TZVPD.

Structure (XYZ):
```
11
Properties=species:S:1:pos:R:3
O -0.75404 0.96088 -1.03259
C -0.62004 -0.36339 -0.70399
C -0.35308 -0.44418 0.82264
C 0.73222 0.68336 0.80764
C 0.70042 0.56859 -0.70581
N 1.06400 -0.40921 -1.40735
H -1.13628 -1.12853 -1.28053
H 0.08009 -1.40751 1.10082
H -1.24443 -0.23603 1.41990
H 1.68604 0.38902 1.24151
H 0.38590 1.64058 1.19229
```

For the highest occupied orbital energy, the calculation gives -8.829 eV. As for the net charge: 0. The calculation puts the gap between HOMO and LUMO at 9.66 eV. For the total energy, the calculation gives -7761.6405 eV. For the lowest unoccupied orbital energy, the calculation gives 0.835 eV.

These are the natural (NBO) partial charges, in e, on atoms 1 to 6: -0.5283 0.2460 -0.4150 -0.4558 0.4490 -0.4515

---

(2)
Computed, not measured: a cluster of 3 separate species, C2H11N3O2 in total at a distorted geometry, with ωB97M-V/def2-TZVPD.

Structure (XYZ):
```
18
Properties=species:S:1:pos:R:3
C 1.30124 1.10793 -0.73335
N 0.71046 0.23211 0.26281
C -0.59323 -0.23221 0.21127
N -0.70566 -1.59104 0.30389
N -1.64579 0.54031 -0.03347
H 1.43943 2.23632 -0.29014
H 0.60173 1.38946 -1.56623
H 2.19206 0.68047 -1.01563
H 1.15540 0.15375 1.21470
H -0.02704 -2.18329 -0.15435
H -1.62414 -1.88010 0.04406
H -2.46214 -0.07782 -0.09721
H 1.85395 -2.88694 2.79054
H 0.52482 -2.30445 2.21927
O 1.20158 -2.02911 2.89682
H -1.32685 1.48511 -1.80345
H -1.40536 3.10700 -1.86581
O -1.19044 2.25249 -2.38372
```

For the highest occupied orbital energy, the calculation gives -9.110 eV. As for the net charge: 0. As for the SMILES: [H]/N=C(\N)NC.O.O. The calculation puts the gap between HOMO and LUMO at 9.58 eV. For the total energy, the calculation gives -10816.5912 eV. For the lowest unoccupied orbital energy, the calculation gives 0.471 eV.

These are the natural (NBO) partial charges, in e, on atoms 1 to 6: -0.4166 -0.6935 0.6046 -0.8377 -0.7736 0.1744

---

(3)
Computed, not measured: the molecule C4H4O3 at a distorted geometry, with ωB97M-V/def2-TZVPD.

Structure (XYZ):
```
11
Properties=species:S:1:pos:R:3
C 1.28491 -1.23933 0.01549
C 0.33464 -0.01210 -0.87873
O 0.54567 0.52033 -1.93503
C -0.57971 0.41812 0.23924
O -0.34451 -0.19451 1.25458
C -1.65818 1.45487 0.27802
O -2.38284 1.68118 -0.65948
H 1.58156 -1.26152 1.10237
H 2.17781 -1.08332 -0.55135
H 0.79208 -2.20714 -0.14016
H -1.75140 1.92342 1.27504
```

For the highest occupied orbital energy, the calculation gives -9.966 eV. As for the net charge: 0. As for the SMILES: CC(=O)C(=O)C=O. The calculation puts the gap between HOMO and LUMO at 8.51 eV. For the total energy, the calculation gives -10352.1030 eV. For the lowest unoccupied orbital energy, the calculation gives -1.453 eV.

These are the natural (NBO) partial charges, in e, on atoms 1 to 6: -0.7077 0.5352 -0.4527 0.3369 -0.4291 0.3502

---

(4)
Computed, not measured: a cluster of 4 separate species, C6H17NO3 in total at a distorted geometry, with ωB97M-V/def2-TZVPD.

Structure (XYZ):
```
27
Properties=species:S:1:pos:R:3
C -0.64139 -2.96590 -1.37970
C -0.38312 -1.60673 -0.87110
C -0.70976 -1.10452 0.31641
N -1.37462 -1.68131 1.44822
C 0.06191 -0.63016 -1.96093
C 1.53425 -0.36552 -1.68419
C 2.07123 0.83168 -1.82615
H -1.54315 -3.06142 -1.99520
H 0.25346 -3.27681 -1.96495
H -0.70024 -3.73016 -0.60030
H -0.51825 -0.04037 0.53261
H -1.69205 -2.57179 1.05786
H -2.24937 -1.21809 1.65866
H -0.62948 0.22019 -1.95285
H -0.00028 -0.96228 -3.04142
H 2.02767 -1.12442 -1.06102
H 2.97637 1.03159 -1.27128
H 1.48225 1.69197 -2.10088
H 1.52931 2.27563 2.54540
H 1.74197 1.09937 3.50481
O 2.17964 1.89076 3.15214
H -0.47017 0.66765 2.63547
H -1.56981 1.75052 3.10176
O -0.67446 1.58707 2.79673
H -0.22313 3.87451 0.09336
H -1.59581 3.39042 -0.55186
O -0.88297 4.02814 -0.58164
```

For the highest occupied orbital energy, the calculation gives -8.615 eV. As for the net charge: 0. As for the SMILES: C=CC/C(C)=C/N.O.O.O. The calculation puts the gap between HOMO and LUMO at 8.83 eV. For the total energy, the calculation gives -14128.1958 eV. For the lowest unoccupied orbital energy, the calculation gives 0.217 eV.

These are the natural (NBO) partial charges, in e, on atoms 1 to 6: -0.6480 -0.0669 -0.0053 -0.8301 -0.4702 -0.1676

---

(5)
Computed, not measured: the molecule C20H24BrN3O, with ωB97M-V/def2-TZVPD.

Structure (XYZ):
```
49
Properties=species:S:1:pos:R:3
C 2.15757 3.46317 -0.64525
H 2.41834 2.59648 -0.04526
H 2.37854 3.24343 -1.68660
H 2.76673 4.30743 -0.33163
C 0.67803 3.78877 -0.46005
N -0.15842 2.66834 -0.85275
C -1.20878 2.32035 0.07243
H -1.66990 3.19871 0.55317
C -0.66452 1.40079 1.18021
N -0.10794 0.18294 0.63534
C 1.24159 -0.01709 0.66714
O 1.99862 0.76111 1.22118
C 1.71492 -1.22971 -0.03276
C 3.04721 -1.61142 0.06360
C 3.51697 -2.70120 -0.64342
C 2.65283 -3.40765 -1.46766
C 1.32486 -3.04129 -1.57462
C 0.84101 -1.95500 -0.85133
N -0.46385 -1.52348 -0.96205
H -1.09781 -2.16302 -1.41968
C -1.02458 -0.82946 0.18032
C -1.38992 -1.82706 1.27842
C -0.52991 -2.10760 2.33213
C -0.85639 -3.07231 3.26876
C -2.05125 -3.75906 3.14553
C -2.92530 -3.49393 2.10476
C -2.58663 -2.52815 1.17608
H -3.26629 -2.31492 0.36279
H -3.85628 -4.03344 2.02392
Br -2.50793 -5.08810 4.43101
H -0.18645 -3.28724 4.08670
H 0.39921 -1.56865 2.43333
H -1.94591 -0.33538 -0.15827
H 0.65301 -3.59390 -2.21634
H 3.01608 -4.25590 -2.02913
H 4.55138 -2.99734 -0.56277
H 3.69731 -1.02902 0.69884
H 0.15369 1.90004 1.70228
H -1.45923 1.15888 1.89497
H -1.99580 1.79363 -0.47293
C -0.51682 2.62879 -2.25134
C -1.60083 3.62350 -2.69188
H -2.53422 3.44125 -2.16364
H -1.28986 4.64642 -2.49372
H -1.78195 3.52171 -3.75876
H 0.39297 2.81436 -2.82596
H -0.84792 1.61025 -2.48139
H 0.42484 4.69650 -1.02922
H 0.49899 4.00446 0.59551
```

For the highest occupied orbital energy, the calculation gives -8.112 eV. As for the net charge: 0. As for the SMILES: CCN(CC)CCN1C(=O)c2ccccc2N[C@H]1c1ccc(Br)cc1. The calculation puts the gap between HOMO and LUMO at 8.63 eV. For the total energy, the calculation gives -97690.6203 eV. For the lowest unoccupied orbital energy, the calculation gives 0.519 eV.

These are the natural (NBO) partial charges, in e, on atoms 1 to 6: -0.6185 0.2410 0.1951 0.2001 -0.2082 -0.4748

---

(6)
Computed, not measured: a structure of composition C7H9N at a distorted geometry, with ωB97M-V/def2-TZVPD.

Structure (XYZ):
```
17
Properties=species:S:1:pos:R:3
C -2.61786 0.28278 0.10557
C -0.23962 -0.39472 -0.08824
C 0.16319 0.94079 -0.03681
C 1.49955 1.25108 -0.00103
C 2.48162 0.26913 -0.00064
C 1.98926 -1.07238 0.04384
C 0.71360 -1.36430 -0.04450
H -3.63615 -0.03058 0.10332
H -2.37249 0.80651 1.00815
H -2.80027 1.30284 -0.78546
H -1.94530 -1.59389 -0.08861
H -0.52567 1.65375 -0.17670
H 2.05522 2.34760 -0.09355
H 3.58090 0.53799 0.05476
H 2.74971 -1.77943 0.18027
H 0.47711 -2.43203 -0.09108
N -1.57281 -0.72513 -0.08930
```

For the highest occupied orbital energy, the calculation gives -7.739 eV. As for the net charge: 0. The calculation puts the gap between HOMO and LUMO at 8.71 eV. For the total energy, the calculation gives -8892.9362 eV. For the lowest unoccupied orbital energy, the calculation gives 0.975 eV.

These are the natural (NBO) partial charges, in e, on atoms 1 to 6: -0.3923 0.1988 -0.3158 -0.1710 -0.2686 -0.1774

---

(7)
Computed, not measured: a structure of composition C23H26N2PS3Se5SnTe, with ωB97M-V/def2-TZVPD.

Structure (XYZ):
```
62
Properties=species:S:1:pos:R:3
Sn -0.41208 0.39682 -0.38971
Se 3.48471 1.85815 1.25177
Se 5.23255 0.34420 0.55338
Te 2.87221 0.29994 -0.62735
Se 3.11599 1.39732 -2.70730
Se -0.16536 2.37561 2.22371
P 0.24629 0.52311 3.20630
Se 0.50277 -1.21732 1.93675
C 1.68856 0.70304 4.30826
C 2.81819 -0.09164 4.16710
C 3.90904 0.09316 5.00715
C 3.87135 1.06785 5.98918
C 2.74059 1.86551 6.13236
C 1.65738 1.68668 5.29294
C -1.07893 0.09585 4.38702
C -0.82757 -0.82909 5.39685
C -1.83662 -1.21097 6.26059
C -3.11294 -0.67859 6.11668
C -3.36697 0.23780 5.10939
C -2.35172 0.62743 4.24817
H 2.84508 -0.84152 3.38586
H 4.79171 -0.52152 4.88032
H 4.72200 1.21418 6.64201
H 2.71191 2.63119 6.89641
H 0.78368 2.32111 5.38760
H 0.16220 -1.25658 5.50544
H -1.63176 -1.92781 7.04441
H -3.90627 -0.97919 6.78765
H -4.35969 0.65171 4.99070
H -2.53602 1.34838 3.46021
S -0.57848 -1.57600 -1.99623
C -2.23427 -2.11524 -1.72857
C -2.64048 -3.30122 -2.34421
C -3.92629 -3.78951 -2.21376
C -4.84841 -3.09064 -1.44668
C -4.46344 -1.91712 -0.82827
C -3.17119 -1.41116 -0.95758
S -2.85044 0.13391 -0.15586
H -1.91640 -3.84535 -2.93527
H -4.20337 -4.71503 -2.70162
H -5.85790 -3.46074 -1.32499
H -5.17554 -1.37190 -0.22367
C -3.60028 0.64870 -3.58920
N -2.52610 1.62294 -3.51938
C -1.36093 1.29916 -4.32814
C -2.42930 2.51634 -2.51494
S -0.96174 3.08298 -1.95479
N -3.63017 2.94600 -1.99498
C -4.67403 3.35857 -2.91577
C -3.60893 3.72925 -0.77757
H -3.15749 -0.34953 -3.61535
H -4.21101 0.78916 -4.48646
H -4.22268 0.72203 -2.70121
H -1.71845 0.88496 -5.27002
H -0.72518 0.56732 -3.82924
H -0.77779 2.19844 -4.51462
H -4.61891 2.79932 -3.84370
H -4.58017 4.42604 -3.15129
H -5.65440 3.18749 -2.46683
H -2.95518 3.26623 -0.04152
H -4.62625 3.75885 -0.38439
H -3.25567 4.75098 -0.95121
```

For the highest occupied orbital energy, the calculation gives -4.362 eV. As for the net charge: -1. The calculation puts the gap between HOMO and LUMO at 5.79 eV. For the total energy, the calculation gives -408910.0303 eV. For the lowest unoccupied orbital energy, the calculation gives 1.431 eV.

These are the natural (NBO) partial charges, in e, on atoms 1 to 6: 0.8494 -0.1486 -0.2954 0.8382 -0.5523 -0.5157

---

(8)
Computed, not measured: a cluster of 9 separate species, C32H44Cl34O4 in total at a distorted geometry, with ωB97M-V/def2-TZVPD.

Structure (XYZ):
```
114
Properties=species:S:1:pos:R:3
C -0.79260 -4.45223 5.19622
C -0.36442 -5.01402 3.82149
C -0.13146 -3.89545 2.77545
C -1.24679 -3.82266 1.72049
C -2.64974 -3.56359 2.30250
C -2.99542 -2.05753 2.44764
C -3.99109 -1.54444 1.39605
C -3.61622 -1.96991 -0.04779
C -3.72475 -0.83139 -1.06898
C -3.19777 -1.23395 -2.45180
C -1.66510 -1.45591 -2.39705
C -0.85262 -0.30510 -3.04888
C 0.50959 -0.20217 -2.34652
C 1.53685 -1.13597 -3.04416
C 2.98668 -0.71184 -2.81903
C 3.43074 -0.85425 -1.34508
C 4.57357 0.07669 -0.98403
O 5.57813 0.04874 -2.04045
C 6.24829 1.22559 -2.12994
O 7.18107 1.54545 -1.38966
O 1.11354 1.08174 -2.37657
C 0.37355 2.17480 -1.86779
C -0.43848 1.86478 -0.61863
O 0.37155 1.35287 0.41841
C -0.11210 1.69008 1.70170
C 1.32843 3.36311 -1.70077
Cl 1.37207 4.22654 -0.19506
C 2.11836 3.77515 -2.72956
C 2.15396 3.16013 -4.10632
Cl 3.17169 5.15087 -2.54458
H -1.15331 -3.42939 5.08755
H 0.03196 -4.47758 5.91453
H -1.61202 -5.03946 5.62472
H 0.53763 -5.62012 3.92860
H -1.17208 -5.66017 3.46285
H -0.04526 -2.91823 3.26311
H 0.80375 -4.11720 2.24903
H -1.25003 -4.76001 1.15083
H -0.99547 -3.02836 1.00846
H -2.76064 -4.03266 3.28433
H -3.41027 -4.01274 1.65553
H -3.45522 -1.90949 3.43430
H -2.08879 -1.43826 2.44861
H -5.00456 -1.88627 1.63151
H -4.00954 -0.44833 1.40824
H -2.60964 -2.39180 -0.01597
H -4.27671 -2.77485 -0.39344
H -4.77940 -0.52768 -1.11210
H -3.17650 0.04351 -0.68828
H -3.68020 -2.18588 -2.70810
H -3.49176 -0.48664 -3.19180
H -1.42495 -2.41005 -2.87159
H -1.42755 -1.50800 -1.32963
H -1.46081 0.59912 -2.95671
H -0.76567 -0.55614 -4.10844
H 0.42143 -0.60425 -1.32897
H 1.36777 -2.17854 -2.75381
H 1.34836 -1.09356 -4.12259
H 3.61503 -1.40059 -3.39916
H 3.20671 0.27949 -3.21863
H 3.80708 -1.87920 -1.23525
H 2.58068 -0.71785 -0.67323
H 4.22804 1.11083 -0.87428
H 5.06760 -0.26391 -0.07096
H 5.92370 1.91745 -2.92504
H -0.34991 2.50645 -2.63292
H -1.24740 1.14970 -0.82625
H -0.94363 2.79184 -0.31057
H 0.48018 1.16684 2.45363
H -0.04923 2.76825 1.89450
H -1.16932 1.39863 1.79863
H 3.08047 3.47542 -4.59602
H 1.34552 3.54377 -4.73960
H 2.15323 2.07415 -4.08571
C 5.84334 0.30136 3.29805
Cl 6.40481 0.71217 1.67886
Cl 4.57966 1.43504 3.79085
Cl 5.18170 -1.34197 3.28693
Cl 7.19157 0.38344 4.43590
C -4.57041 -1.63414 -6.16155
Cl -5.00528 -1.52470 -7.86922
Cl -5.87522 -2.40994 -5.26260
Cl -3.08427 -2.57630 -6.00312
Cl -4.29565 -0.01321 -5.51170
C -1.12558 6.12376 3.01831
Cl -2.33603 5.52472 1.87486
Cl -1.42220 7.83383 3.33710
Cl -1.25888 5.21977 4.52954
Cl 0.48598 5.93480 2.32470
C 1.76219 -1.14721 -7.69906
Cl 0.27490 -1.47642 -6.79942
Cl 1.58728 0.37775 -8.57400
Cl 3.11607 -1.02913 -6.57523
Cl 2.05456 -2.45773 -8.84596
C 9.83374 -3.35429 4.74779
Cl 10.94815 -2.18378 5.46386
Cl 9.14660 -4.36656 6.02326
Cl 8.53713 -2.49372 3.91707
Cl 10.70940 -4.37116 3.59782
C -5.69889 2.27206 5.57372
Cl -7.06281 1.86145 4.52801
Cl -4.53223 3.23470 4.66297
Cl -6.27388 3.19929 6.96141
Cl -4.91724 0.79033 6.13782
C 3.34276 6.91047 -6.25869
Cl 2.12469 5.77344 -6.85245
Cl 3.87633 7.94082 -7.59149
Cl 2.64137 7.91272 -4.98747
Cl 4.72499 6.01480 -5.62064
C -9.47230 0.77192 8.47374
Cl -10.65927 0.14053 7.32716
Cl -9.71747 2.51169 8.67356
Cl -9.67258 -0.03301 10.03323
Cl -7.84577 0.47805 7.85884
```

For the highest occupied orbital energy, the calculation gives -9.021 eV. As for the net charge: 0. As for the SMILES: CCCCCCCCCCCC[C@@H](CCCCOC=O)O[C@@H](COC)/C(Cl)=C(\C)Cl.ClC(Cl)(Cl)Cl.ClC(Cl)(Cl)Cl.ClC(Cl)(Cl)Cl.ClC(Cl)(Cl)Cl.ClC(Cl)(Cl)Cl.ClC(Cl)(Cl)Cl.ClC(Cl)(Cl)Cl.ClC(Cl)(Cl)Cl. The calculation puts the gap between HOMO and LUMO at 8.97 eV. For the total energy, the calculation gives -467845.7770 eV. For the lowest unoccupied orbital energy, the calculation gives -0.049 eV.

These are the Mulliken partial charges, in e, on atoms 1 to 6: -1.1361 -0.5703 -0.6926 0.2077 -0.7186 -0.4611